158
Properties=species:S:1:pos:R:3:forces:R:3 method="wB97M-V/def2-TZVPD" molar_mass_g_mol=1070.9 energy_ev=-94654.1521 e_lumo_ev=-12.6 homo_energy_ev=-20.79 charge=+7 e_above_lowest_kj_mol=0.0
Rb 14.7981 -11.8515 -26.3166 -0.132 0.046 -0.327
S 13.1700 -11.1411 -29.4680 -0.509 -0.833 0.146
O 12.2717 -12.2099 -29.9571 -0.206 0.630 0.269
O 13.3054 -10.0573 -30.4727 0.493 -0.104 -0.102
O 12.6654 -10.5113 -28.2010 0.079 -0.120 0.389
O 14.4692 -11.8268 -29.1491 0.537 0.772 0.014
C 16.0893 -13.3017 -36.4094 -0.485 0.010 0.035
C 17.0506 -12.4161 -35.6399 -0.140 -1.121 0.425
N 16.4135 -11.7236 -34.4957 -0.664 -0.138 -0.390
C 15.4916 -12.2634 -33.6194 0.261 -0.542 0.189
C 15.2565 -11.3449 -32.6595 0.241 0.098 0.722
N 16.0715 -10.2731 -32.9322 -0.586 0.185 -0.169
C 16.6793 -10.4995 -34.0971 0.995 0.271 0.174
C 16.2526 -9.1456 -32.0318 -0.195 0.893 -0.420
H 15.1728 -12.8108 -36.7382 0.202 0.264 -0.168
H 15.7643 -14.1412 -35.7922 0.149 -0.051 -0.032
H 16.6087 -13.7134 -37.2716 -0.042 0.009 -0.052
H 17.5996 -11.7109 -36.2536 -0.100 0.220 0.056
H 17.7399 -13.1206 -35.1675 0.426 0.347 -0.167
H 15.2065 -13.2993 -33.6030 -0.219 0.019 -0.483
H 14.6445 -11.3327 -31.7629 -0.009 -0.139 -0.148
H 17.3653 -9.8470 -34.6144 -0.017 0.107 0.145
H 15.7572 -9.3452 -31.0862 0.099 -0.305 0.049
H 15.7757 -8.2479 -32.4333 0.013 -0.111 -0.103
H 17.3125 -8.9194 -31.9348 0.015 -0.165 0.202
C 23.0131 -9.8310 -30.7384 -0.949 0.695 0.436
C 21.5514 -9.3401 -30.9035 0.856 -1.061 0.047
N 20.5885 -10.4783 -30.8051 -0.399 0.874 -1.941
C 20.4375 -11.4381 -31.8049 1.186 -0.053 0.782
C 19.3355 -12.1360 -31.4974 -0.896 -0.452 0.493
N 18.7708 -11.5600 -30.3650 -0.467 0.347 -0.890
C 19.4954 -10.4785 -30.0781 0.424 -0.550 1.498
C 17.5156 -11.9963 -29.7578 0.058 -0.629 0.832
H 23.1187 -10.8604 -31.0658 0.223 0.004 -0.122
H 23.2806 -9.7368 -29.6892 0.241 -0.268 -0.010
H 23.6373 -9.1524 -31.3114 0.254 -0.205 -0.050
H 21.4465 -8.9319 -31.9051 -0.350 0.297 0.139
H 21.2694 -8.6575 -30.1089 0.022 0.326 -0.217
H 21.2212 -11.6004 -32.5253 -0.119 -0.020 -0.152
H 18.8504 -12.9988 -31.9198 0.278 -0.045 -0.188
H 19.3464 -9.7690 -29.2792 -0.261 -0.151 0.066
H 17.6929 -12.5992 -28.8601 0.415 0.437 0.145
H 17.0165 -12.7408 -30.3721 -0.138 0.562 -0.587
H 16.8663 -11.1628 -29.4946 -0.055 -0.136 -0.327
C 14.0521 -6.1548 -25.0931 1.256 -0.700 0.753
C 13.2077 -7.1690 -25.8473 0.201 0.210 0.048
N 12.3758 -6.4701 -26.8618 -0.804 -0.967 0.119
C 12.4495 -6.4151 -28.2315 0.971 0.789 -0.285
C 11.5572 -5.4723 -28.6384 -0.942 0.523 0.815
N 10.8633 -5.0721 -27.5025 -0.224 0.125 -0.416
C 11.3479 -5.7189 -26.4679 0.878 0.238 0.603
C 9.8404 -4.0265 -27.4190 0.363 0.892 -0.265
H 13.6443 -5.1926 -24.7939 -0.477 -0.086 -0.316
H 15.0001 -5.9979 -25.6108 -0.201 0.323 -0.203
H 14.3738 -6.6275 -24.1577 -0.145 0.045 -0.019
H 12.5488 -7.7406 -25.1935 -0.230 0.270 -0.021
H 13.8696 -7.9138 -26.2992 -0.335 0.291 -0.438
H 13.2387 -6.8942 -28.7896 -0.164 -0.234 0.094
H 11.2915 -4.9045 -29.5141 0.415 -0.568 -0.465
H 11.1098 -5.5363 -25.4306 -0.216 -0.053 -0.048
H 10.1140 -3.1864 -28.0625 0.124 -0.275 -0.178
H 9.8684 -3.5762 -26.4292 -0.362 -0.372 0.164
H 8.8587 -4.3661 -27.7316 -0.054 -0.208 0.283
C 13.5896 -15.1594 -28.2854 -0.478 -1.430 1.523
C 14.1699 -15.4109 -29.6610 -0.249 0.841 0.185
N 13.6946 -16.6986 -30.1758 0.592 -0.188 -0.319
C 12.3968 -17.0316 -30.4581 -0.124 0.432 0.136
C 12.4039 -18.2803 -30.9799 -0.318 -0.164 0.152
N 13.7062 -18.7030 -30.9905 0.670 -0.254 0.042
C 14.4720 -17.7345 -30.5136 -0.126 0.733 0.123
C 14.2017 -20.0525 -31.3186 -0.460 -0.416 0.258
H 13.6899 -16.0780 -27.6857 0.174 0.016 -0.203
H 12.5067 -15.0222 -28.2787 0.089 0.422 -0.366
H 14.0423 -14.4208 -27.6189 0.151 0.304 -0.843
H 15.2572 -15.4266 -29.6387 0.015 -0.178 -0.016
H 13.8529 -14.5992 -30.3210 0.050 -0.174 -0.152
H 11.6219 -16.3232 -30.2330 -0.263 -0.171 -0.176
H 11.5940 -18.9059 -31.3115 0.001 -0.050 -0.007
H 15.5457 -17.6941 -30.4518 0.032 -0.397 0.046
H 13.5143 -20.5078 -32.0254 0.196 0.087 -0.252
H 14.1840 -20.6762 -30.4248 0.000 0.160 0.078
H 15.2201 -20.0127 -31.6868 -0.045 0.135 -0.228
C 12.0187 -10.2586 -35.2559 -0.491 0.748 -0.373
C 10.8739 -9.9093 -34.3312 -0.276 -0.939 0.819
N 10.3403 -8.5686 -34.6007 0.791 -0.816 1.030
C 11.0438 -7.3933 -34.4286 -0.964 0.093 -1.104
C 10.1887 -6.4153 -34.8693 0.826 -0.045 -0.009
N 9.0175 -7.0149 -35.2345 -0.202 0.612 -0.284
C 9.1224 -8.3162 -35.0239 -0.630 0.198 -0.225
C 7.8620 -6.3272 -35.8334 -0.192 0.474 0.156
H 12.3135 -11.2903 -35.1106 0.190 -0.044 0.011
H 12.8445 -9.5595 -35.1299 0.249 -0.241 0.148
H 11.6543 -10.1089 -36.2747 0.189 -0.318 -0.095
H 11.1138 -10.0130 -33.2672 0.354 0.425 -0.094
H 10.0672 -10.6386 -34.4348 -0.145 0.264 -0.402
H 12.0902 -7.4008 -34.1874 -0.002 0.123 0.139
H 10.3678 -5.3723 -35.0612 -0.112 0.047 0.116
H 8.2901 -8.9993 -35.0893 0.212 -0.239 -0.330
H 7.2577 -5.8976 -35.0366 -0.236 -0.236 -0.077
H 7.3083 -7.0100 -36.4688 -0.110 -0.106 0.168
H 8.1838 -5.4937 -36.4550 0.314 -0.161 -0.025
C 6.5807 -12.0687 -28.9562 0.260 -0.710 -0.180
C 6.8514 -12.3282 -27.5019 -0.462 -0.053 1.008
N 8.2834 -12.2374 -27.1557 -0.119 -0.419 -0.323
C 9.3540 -12.6389 -27.9395 -0.690 -0.044 -0.218
C 10.4711 -12.2798 -27.2947 0.706 -0.826 0.538
N 10.0926 -11.7556 -26.0733 0.221 0.981 -0.607
C 8.7612 -11.7358 -26.0382 -0.144 0.797 0.245
C 10.9307 -10.9513 -25.1996 0.713 -0.332 1.725
H 6.8589 -12.9447 -29.5450 -0.017 0.084 -0.103
H 7.1673 -11.2248 -29.3199 -0.281 0.207 -0.040
H 5.5084 -11.9433 -29.0798 0.017 0.258 -0.164
H 6.4663 -13.2842 -27.1434 0.146 -0.170 -0.335
H 6.3249 -11.6091 -26.8692 0.219 0.146 -0.038
H 9.2357 -13.1838 -28.8572 -0.053 0.139 -0.108
H 11.4878 -12.4947 -27.5683 0.027 0.375 -0.091
H 8.1863 -11.2298 -25.2789 -0.095 -0.254 0.107
H 11.5616 -11.5855 -24.5658 0.092 -0.238 -0.435
H 10.3569 -10.4569 -24.4126 -0.444 0.096 -0.452
H 11.5797 -10.2169 -25.6844 -0.433 -0.293 -0.560
C 6.3552 -8.3684 -26.8198 -0.930 -0.340 0.339
C 7.2904 -7.2065 -27.0364 1.121 0.118 0.506
N 8.2826 -7.4050 -28.1294 -0.706 -0.648 0.183
C 9.3570 -8.2710 -28.0610 -0.354 0.206 0.067
C 9.9943 -8.2172 -29.2593 -0.724 -0.833 -0.894
N 9.1657 -7.4743 -30.0973 0.090 1.198 -0.133
C 8.1692 -6.9714 -29.3640 -0.195 0.070 0.031
C 9.3663 -7.0319 -31.5075 0.293 -1.286 0.838
H 6.7190 -9.3680 -27.0677 0.446 0.269 -0.332
H 5.4055 -8.2298 -27.3356 0.050 -0.048 -0.085
H 6.1198 -8.4425 -25.7560 -0.119 0.251 -0.037
H 7.9036 -7.0529 -26.1438 0.009 -0.063 -0.057
H 6.8033 -6.2452 -27.1856 -0.266 -0.154 -0.274
H 9.3452 -8.9724 -27.2451 0.845 0.157 0.215
H 10.8326 -8.7673 -29.6677 0.120 -0.073 0.264
H 7.3405 -6.3563 -29.6816 0.194 0.114 -0.276
H 8.6062 -6.2895 -31.7174 0.270 0.286 -0.159
H 9.2338 -7.8890 -32.1668 -0.164 -0.021 0.058
H 10.4034 -6.7294 -31.6129 -0.125 0.514 -0.068
C 12.4121 -4.3333 -33.1591 -0.087 0.035 1.284
C 12.3516 -2.8612 -32.7301 0.407 0.574 -1.148
N 13.4210 -1.9947 -33.2799 -0.346 0.133 -0.109
C 13.7605 -1.8480 -34.6158 0.158 -1.234 0.306
C 14.8174 -1.0091 -34.6736 -0.314 0.838 0.342
N 15.0212 -0.5537 -33.3817 0.354 0.099 -0.218
C 14.1504 -1.1259 -32.5780 -0.083 -0.066 0.151
C 16.0760 0.3993 -32.9732 -0.550 0.379 -0.719
H 11.4686 -4.7263 -32.7654 -0.007 -0.231 -0.298
H 13.1928 -4.8784 -32.6212 0.166 0.149 -0.195
H 12.4871 -4.5672 -34.2159 -0.009 0.408 -0.145
H 12.4404 -2.7574 -31.6522 -0.254 -0.104 0.042
H 11.4181 -2.4279 -33.0911 -0.104 -0.004 0.304
H 13.2919 -2.4916 -35.3391 0.081 0.281 -0.283
H 15.3427 -0.5509 -35.4949 0.119 -0.300 -0.106
H 13.9590 -0.8066 -31.5665 0.247 -0.339 0.170
H 16.2989 0.2746 -31.9225 0.159 -0.076 0.034
H 15.7114 1.4053 -33.1758 0.055 0.051 0.163
H 16.9221 0.2207 -33.6284 0.243 -0.060 0.287